ORCA calculation (ωB97M-V/def2-TZVPD) on a molecular structure, C7H10OP2.

XYZ file:
```
20
C7H10OP2 ωB97M-V/def2-TZVPD
C 1.58 -0.46 2.47
C 0.23 -0.44 2.61
C 2.15 -0.39 1.18
C -0.64 -0.17 1.54
C 1.32 -0.17 0.10
C -0.08 -0.05 0.29
C -0.93 0.31 -0.78
O -1.56 1.43 -3.10
P -1.54 -1.94 -1.61
P -0.19 1.12 -2.22
H 2.24 -0.51 3.25
H -0.26 -0.42 3.69
H 3.17 -0.41 1.24
H -1.64 -0.08 1.77
H 1.63 0.01 -0.81
H -1.97 0.56 -0.35
H -1.74 2.39 -3.13
H -1.68 -1.13 -2.75
H -0.02 -2.01 -1.87
H -0.09 2.37 -1.52
```

Values from the calculation:
HOMO level (alpha / beta): -5.983 / -9.081 eV
2S+1: 3
Total energy: -1030.4919 Ha

Okay, here come the Löwdin numbers, in e, for every atom: -0.090, -0.079, -0.032, -0.046, -0.050, -0.418, -0.534, -0.415, 0.654, 0.813, 0.078, 0.146, 0.077, 0.089, 0.019, 0.110, 0.054, -0.229, -0.119, -0.027

ORCA calculation (ωB97M-V/def2-TZVPD) on a molecular structure, C4H6BF19O2P2Pt.

XYZ file:
```
35
C4H6BF19O2P2Pt ωB97M-V/def2-TZVPD
Pt 0.61 0.35 -0.11
C -1.77 0.57 1.45
O -1.62 -0.13 0.19
O -0.61 1.15 1.61
C -3.03 1.46 1.41
F -4.11 0.67 1.69
F -3.00 2.41 2.34
F -3.30 2.06 0.25
C -2.63 -0.90 -0.45
C -2.02 -2.00 -1.28
H -1.18 -1.70 -1.89
H -1.60 -2.79 -0.65
H -2.78 -2.49 -1.90
H -3.26 -0.25 -1.06
H -3.28 -1.34 0.31
H -1.99 -0.24 2.18
P 1.66 -2.69 0.93
F 1.62 -4.25 0.53
F 3.17 -2.53 0.44
F 1.16 -2.29 -0.58
F 1.63 -1.06 1.33
F 0.12 -2.77 1.41
F 2.17 -3.01 2.40
P 3.81 1.79 0.11
F 4.80 1.77 -1.15
F 4.95 2.38 1.12
F 3.36 3.28 -0.23
F 2.74 1.73 1.33
F 2.60 1.21 -0.89
F 4.26 0.29 0.47
B -0.49 1.90 -2.28
F -0.25 0.47 -2.18
F -0.06 2.49 -1.07
F 0.22 2.42 -3.35
F -1.88 2.05 -2.43
```

Values from the calculation:
Net charge: -2
HOMO level (alpha / beta): -3.982 / -3.723 eV
2S+1: 3
Total energy: -3031.5366 Ha

Okay, here come the natural (NBO) numbers, in e, for every atom: 1.488, 0.332, -0.596, -0.795, 0.918, -0.362, -0.324, -0.313, -0.060, -0.636, 0.242, 0.223, 0.191, 0.181, 0.167, 0.118, 2.606, -0.592, -0.575, -0.602, -0.588, -0.590, -0.582, 2.606, -0.586, -0.599, -0.583, -0.589, -0.603, -0.580, 1.342, -0.588, -0.551, -0.557, -0.564

What is the 2S+1 in the first record? 3

What is the total energy in the second record? -3031.5366 Ha

Among the records above, which one has the highest total energy? C7H10OP2